Record 1
Formula: C2H2Cl2N2O4
Source: the Open Molecules 2025 dataset
Level of theory: the ωB97M-V functional and the def2-TZVPD basis

Positions of all 12 atoms, in Å:
C: 1.456 -0.035 -0.180
C: -0.010 -0.558 0.020
N: -0.564 -0.489 1.312
N: -1.187 0.842 -0.878
O: -0.246 0.437 2.039
O: -1.358 -1.359 1.600
O: -1.519 1.789 -0.271
O: -1.453 0.379 -1.906
Cl: 1.442 1.815 -0.403
Cl: -0.473 -1.900 -1.011
H: 1.930 -0.542 -1.089
H: 1.981 -0.379 0.766

Computed properties:
M: 188.95 g mol⁻¹
Maximum force: 4.481 eV/Å
Energy above the lowest of the compared OMol25 structures with the same formula, charge and spin: 20.1 kJ/mol

Record 2
Formula: C2H2Cl2NO2P
Source: the Open Molecules 2025 dataset
Level of theory: the ωB97M-V functional and the def2-TZVPD basis

Positions of all 10 atoms, in Å:
C: 0.950 -0.116 -1.113
C: 1.945 0.843 0.922
N: 1.857 0.286 -0.408
O: 1.861 1.977 1.269
O: -2.578 -1.925 -0.961
P: -1.962 -0.769 -0.310
Cl: -2.914 0.995 -0.535
Cl: -2.093 -1.217 1.658
H: 0.813 -0.178 -2.203
H: 2.121 0.105 1.681

Computed properties:
M: 173.92 g mol⁻¹
Maximum force: 1.398 eV/Å
Energy above the lowest of the compared OMol25 structures with the same formula, charge and spin: 197.3 kJ/mol